8
Properties=species:S:1:pos:R:3 method="wB97M-V/def2-TZVPD" e_above_lowest_kcal_mol=8.0 total_energy_ha=-1798.52753 smiles="O=S1(=O)NSSS1" charge=0 lumo_energy_ev=-1.30 fmax_ev_per_a=4.1 homo_lumo_gap_ev=7.857 mol_weight_da=175.28
O 0.703 -1.463 1.436
S -0.042 -0.416 0.946
O -1.175 -0.015 1.633
N -0.640 -0.677 -0.609
S 0.335 -0.337 -1.867
S 0.834 1.636 -1.387
S 1.595 1.359 0.409
H -1.611 -0.087 -0.561



23
Properties=species:S:1:pos:R:3 method="wB97M-V/def2-TZVPD" e_above_lowest_kcal_mol=133.4 total_energy_ha=-567.03378 charge=0 lumo_energy_ev=0.51 fmax_ev_per_a=5.5 homo_lumo_gap_ev=9.259 mol_weight_da=160.18
N -3.011 -1.116 -0.740
N -2.060 -0.041 -1.053
C -1.588 0.231 0.194
N -1.519 -0.596 1.440
N -0.947 1.532 0.316
C 0.450 1.657 0.909
C 1.214 1.531 -0.468
C 1.408 0.230 -1.124
C 2.016 -0.882 -0.158
O 3.179 -0.912 -0.202
O 1.405 -1.592 0.800
H -3.955 -0.435 -0.864
H -2.945 -2.154 -1.405
H -2.166 -1.343 1.268
H -1.503 0.160 2.367
H -1.196 2.228 -0.304
H 0.487 2.629 1.478
H 0.492 0.686 1.527
H 0.659 1.934 -1.382
H 2.201 2.251 -0.400
H 2.132 0.387 -1.843
H 0.404 0.107 -1.704
H 0.486 -1.473 0.623



35
Properties=species:S:1:pos:R:3 method="wB97M-V/def2-TZVPD" e_above_lowest_kcal_mol=14.1 total_energy_ha=-1357.05180 charge=-1 lumo_energy_ev=2.74 fmax_ev_per_a=3.2 homo_lumo_gap_ev=4.452 mol_weight_da=349.65
C 0.540 -0.436 -4.485
C -0.709 -1.099 -4.393
C -0.502 -2.351 -3.709
C 0.891 -2.480 -3.415
C 1.532 -1.263 -3.839
Cd 1.119 1.547 -0.562
P -0.189 3.416 -1.481
H 0.723 0.489 -5.022
H -1.645 -0.767 -4.846
H -1.273 -3.108 -3.552
H 2.568 -0.997 -3.659
H 1.344 -3.269 -2.829
H -1.474 3.535 -0.844
H -0.532 3.389 -2.876
H 0.441 4.691 -1.279
C 1.390 -1.923 1.165
P 0.384 -0.442 0.785
C -1.156 -1.144 0.108
C -0.070 0.215 2.428
C 0.958 0.464 3.359
C 0.723 1.283 4.465
C -0.535 1.859 4.664
C -1.569 1.584 3.763
C -1.347 0.767 2.656
H 1.477 -2.552 0.268
H 0.908 -2.502 1.967
H 2.395 -1.639 1.493
H -1.584 -1.882 0.800
H -1.902 -0.360 -0.063
H -0.951 -1.636 -0.857
H 1.951 0.024 3.218
H 1.523 1.488 5.178
H -0.712 2.521 5.510
H -2.555 2.020 3.925
H -2.163 0.557 1.961



14
Properties=species:S:1:pos:R:3 method="wB97M-V/def2-TZVPD" e_above_lowest_kcal_mol=46.9 total_energy_ha=-361.18850 charge=+1 lumo_energy_ev=-3.64 fmax_ev_per_a=3.8 homo_lumo_gap_ev=10.396 mol_weight_da=94.09
C 1.729 0.425 -0.265
C -1.498 0.149 -0.022
N 0.887 -0.668 0.296
O -1.328 1.178 0.766
O -2.112 -0.778 0.567
O -1.204 0.084 -1.288
H 2.785 0.143 -0.219
H 1.562 0.335 -1.371
H 1.440 1.339 0.196
H 0.979 -1.508 -0.193
H 1.134 -0.832 1.329
H -0.628 1.728 0.399
H -2.522 -0.818 1.500
H -1.224 -0.776 -1.697



81
Properties=species:S:1:pos:R:3 method="wB97M-V/def2-TZVPD" total_energy_ha=-3511.24398 charge=+1 lumo_energy_ev=-8.66 fmax_ev_per_a=5.0 homo_lumo_gap_ev=2.190 mol_weight_da=706.90
Mg 1.752 -0.607 -4.623
C 4.021 1.992 -0.770
F 4.316 3.140 -0.058
F 4.843 1.984 -1.850
F 4.312 0.988 -0.029
S 2.152 2.011 -1.322
O 1.375 2.768 -0.348
O 2.162 2.612 -2.659
N 1.805 0.240 -1.654
S 1.050 -0.177 -0.294
O 1.806 -0.026 0.969
O -0.344 0.257 -0.356
C 0.922 -2.104 -0.329
F 0.225 -2.520 0.827
F 0.311 -2.613 -1.444
F 2.185 -2.625 -0.255
C -6.138 2.342 0.489
C -5.232 2.621 1.690
O -6.177 2.674 2.707
C -7.427 2.976 2.236
O -8.427 3.217 2.942
O -7.367 2.964 0.907
F -4.649 3.816 1.492
H -6.345 1.310 0.206
H -5.517 2.690 -0.335
H -4.428 1.915 1.897
C -4.715 -5.836 0.136
C -4.701 -7.122 0.899
C -4.583 -8.145 -0.245
O -4.979 -7.488 -1.434
C -4.646 -6.208 -1.377
H -3.937 -5.131 0.430
H -5.570 -5.191 0.335
H -5.672 -7.283 1.367
H -3.985 -7.312 1.699
H -5.197 -9.041 -0.158
H -3.576 -8.480 -0.496
H -5.273 -5.587 -2.017
H -3.599 -6.101 -1.660
C -2.091 1.727 -4.776
O -1.317 0.589 -5.154
H -3.136 1.701 -4.467
H -1.597 2.192 -3.922
H -2.114 2.472 -5.571
H -1.770 0.255 -5.932
C 7.822 -1.868 3.351
O 7.392 -3.103 3.683
H 7.026 -1.138 3.492
H 8.629 -1.508 3.989
H 7.968 -1.817 2.272
H 7.488 -3.241 4.628
C -2.078 -1.156 5.624
O -1.126 -1.081 6.593
H -2.203 -2.238 5.629
H -3.061 -0.780 5.909
H -1.716 -0.888 4.632
H -0.638 -0.266 6.458
C 1.821 8.490 2.307
O 0.613 9.133 2.595
H 2.177 7.797 3.069
H 1.488 7.872 1.473
H 2.668 9.025 1.875
H 0.798 10.003 2.955
C 1.721 1.406 -8.597
O 2.231 1.341 -7.309
H 1.944 2.441 -8.857
H 2.407 0.936 -9.301
H 0.673 1.213 -8.824
H 2.807 2.102 -7.205
C 2.167 2.415 5.538
O 1.031 2.731 6.217
H 2.110 1.369 5.235
H 2.303 3.001 4.629
H 2.923 2.577 6.306
H 0.591 3.525 5.905
C 5.661 -1.790 -3.346
O 4.816 -1.114 -4.296
H 5.993 -2.726 -3.796
H 6.452 -1.180 -2.909
H 5.128 -2.150 -2.467
H 5.247 -1.187 -5.151



28
Properties=species:S:1:pos:R:3 method="wB97M-V/def2-TZVPD" e_above_lowest_kcal_mol=0.0 total_energy_ha=-1477.56734 charge=-2 lumo_energy_ev=4.18 fmax_ev_per_a=0.2 homo_lumo_gap_ev=4.349 mol_weight_da=384.06
O -0.507 -2.062 2.637
P -0.399 -2.510 1.024
I 0.687 -0.657 -0.169
C -2.172 -2.187 0.561
C -3.146 -3.336 0.957
C -4.152 -2.636 1.875
C -4.081 -1.216 1.329
O -2.699 -1.006 1.169
H 0.011 -2.689 3.142
H -2.177 -2.051 -0.528
H -2.635 -4.168 1.442
H -3.641 -3.724 0.064
H -3.752 -2.612 2.892
H -5.145 -3.088 1.900
H -4.600 -1.145 0.359
H -4.479 -0.451 1.997
C 3.391 2.080 -0.597
C 2.585 1.891 -1.712
C 2.786 2.817 -2.948
O 2.085 2.602 -3.952
C 3.743 3.846 -2.840
C 4.557 4.071 -1.713
C 4.392 3.088 -0.507
O 5.132 3.231 0.473
O 5.397 4.982 -1.611
O 1.691 0.998 -1.807
H 3.273 1.428 0.264
H 3.856 4.504 -3.698